Entry 1:
Entry from the Open Molecules 2025 dataset: a structure of composition C21H31Br5ClCsFIN3NaO6PS (the ωB97M-V functional and the def2-TZVPD basis).

Results
E_LUMO = -0.2042 hartree
Charge = +1
Electronic energy = -16083.7595 hartree
Strongest force on any atom = 9.145 eV Å⁻¹
Multiplicity = 1
Highest occupied orbital energy = -6.3 eV

Element x y z (Å)
O 7.90963 -2.63789 0.00974
P 6.80688 -2.12953 0.83181
C 5.30108 -1.80992 -0.13266
C 4.63124 -0.60619 -0.02006
C 3.46409 -0.38377 -0.71918
C 3.02214 -1.41490 -1.53478
C 3.68440 -2.60479 -1.66818
C 4.84729 -2.81330 -0.96332
Cl 5.63434 -4.35397 -1.13332
S 1.50134 -1.10789 -2.38548
C 0.59465 -0.24482 -1.11195
C 1.34427 0.62672 -0.35377
C 0.73132 1.32661 0.66603
C -0.60314 1.11013 0.88558
Br -1.49582 2.09210 2.24979
C -1.34522 0.23677 0.12215
O -2.70067 0.07852 0.40986
C -0.75238 -0.47331 -0.90670
C -1.49868 -1.45762 -1.78207
C -2.49542 -2.37074 -1.02669
C -1.92359 -3.03492 0.24904
I 0.08365 -3.75059 0.07142
N 2.73331 0.80929 -0.62084
H 6.41083 -3.10225 1.80719
H 7.10819 -0.91770 1.50636
H 4.99279 0.20358 0.61370
H 3.24354 -3.35482 -2.31813
H 1.30945 2.03586 1.25016
H -2.66071 -0.23283 1.34176
H -2.01239 -0.86941 -2.55720
H -0.82891 -2.11998 -2.33636
H -2.73750 -3.18691 -1.71830
H -3.41461 -1.80578 -0.85089
H -2.53921 -3.91563 0.45465
H -2.05108 -2.38385 1.12217
H 3.12292 1.44879 0.05918
O 4.40618 -2.21202 3.24274
H 4.03658 -3.00371 2.78269
H 5.20688 -2.44252 3.76717
H 3.72596 -1.76410 3.79706
C -5.20612 3.63544 3.46660
Br -7.03004 3.87939 3.92436
Br -4.01611 3.78802 4.99623
Br -4.93080 1.96964 2.52698
H -4.93978 4.42609 2.77491
F -1.73324 -0.54808 3.34605
C -1.16923 2.54332 -7.48120
O 0.09965 2.43601 -6.85337
C 0.06214 2.73692 -5.46771
C 0.02480 1.48082 -4.62139
O -1.17319 0.73921 -4.81982
C -1.00819 -0.35183 -5.71032
H -1.11500 2.02103 -8.43524
H -1.96080 2.09198 -6.87933
H -1.40809 3.59500 -7.66719
H -0.78770 3.38624 -5.23637
H 0.97930 3.28658 -5.23495
H 0.04940 1.76953 -3.56489
H 0.89938 0.85298 -4.81777
H -0.52146 -1.18885 -5.19499
H -0.42166 -0.07770 -6.58901
H -1.99764 -0.66911 -6.03809
Na -4.13196 -1.01942 1.64021
Br -7.82073 4.22244 1.15354
C -2.37962 0.38460 7.01723
O -2.85061 -0.37922 6.23116
N -2.61791 0.30922 8.37323
N -1.54343 1.42428 6.64531
H -2.23415 0.93884 9.04195
H -3.22083 -0.43117 8.69048
H -1.33898 1.52339 5.65900
H -1.14427 2.07174 7.30038
Cs -0.20677 1.68993 8.72367

Cartesian forces (eV/Å) of the 2 atoms listed first:
O 0.5 0.0 0.3
P 0.2 -0.1 -1.6

---

Entry 2:
Entry from the Open Molecules 2025 dataset: a cluster of 4 separate species, C17H33ClN4O6P2S in total (the ωB97M-V functional and the def2-TZVPD basis).

Results
E_LUMO = -0.0375 hartree
SMILES = CNCc1ccc2nc(S(C)(=O)=O)c([PH2]=N)nc2c1P(O)Cl.CCO.CCO.CCO
Electronic energy = -2878.9983 hartree
Strongest force on any atom = 3.498 eV Å⁻¹
Multiplicity = 1
Highest occupied orbital energy = -8.3 eV

Element x y z (Å)
C 3.06981 3.92995 1.03997
N 2.47305 3.84204 -0.29887
C 3.40074 3.27525 -1.29666
C 3.45875 1.73699 -1.17441
C 2.26374 1.04106 -1.62463
C 2.25527 -0.31252 -1.53739
C 3.34733 -1.05630 -0.99069
N 3.22299 -2.40954 -0.93358
C 4.24001 -3.02396 -0.39124
S 4.05037 -4.84405 -0.26416
C 3.44838 -5.29397 1.38548
O 2.97168 -5.19014 -1.15760
O 5.22746 -5.57502 -0.65392
C 5.40409 -2.31228 0.08948
P 6.80452 -3.27750 0.86764
N 7.70399 -3.83729 -0.28953
N 5.58863 -1.00708 0.02502
C 4.50299 -0.40221 -0.53220
C 4.53392 1.04328 -0.65869
P 6.02041 2.03441 -0.13375
O 7.29992 1.37015 -0.96454
Cl 6.23767 1.61248 1.89020
H 4.17005 3.92714 1.02863
H 2.73690 3.10571 1.70104
H 2.76638 4.87511 1.52875
H 1.60101 3.32723 -0.28190
H 2.95119 3.49867 -2.28099
H 4.37382 3.75640 -1.16589
H 1.39357 1.56235 -2.02567
H 1.38816 -0.87486 -1.89497
H 2.35300 -5.17747 1.32049
H 3.63982 -6.34988 1.61209
H 3.78492 -4.59596 2.16800
H 6.30448 -4.34877 1.65083
H 7.56230 -2.35349 1.64021
H 7.77751 -4.84852 -0.26686
H 7.19542 1.57287 -1.90615
C -3.06937 -0.88571 -1.18371
C -1.73336 -1.04436 -0.48645
O -0.81450 -0.04035 -0.91847
H -2.94716 -0.95290 -2.26644
H -3.77197 -1.65607 -0.86061
H -3.50118 0.09394 -0.96822
H -1.29315 -2.01430 -0.71805
H -1.85321 -0.96854 0.59863
H -1.19959 0.81555 -0.70366
C -6.74123 -0.21928 1.36162
C -5.39622 -0.36387 2.04769
O -4.49337 0.65036 1.60890
H -6.62731 -0.28204 0.27912
H -7.43207 -0.99859 1.68877
H -7.18417 0.75358 1.57867
H -4.94667 -1.32829 1.81083
H -5.50637 -0.29166 3.13476
H -4.88399 1.50239 1.82719
C -10.08566 3.71804 -0.47111
C -8.77289 3.15129 0.03588
O -8.66231 1.76598 -0.28101
H -10.92729 3.17942 -0.03356
H -10.17753 4.77673 -0.22234
H -10.16121 3.60611 -1.55551
H -8.71003 3.24563 1.11998
H -7.92514 3.68446 -0.40755
H -8.70730 1.68220 -1.23888

Cartesian forces (eV/Å) of the 2 atoms listed first:
C -0.6 0.1 0.7
N 1.0 0.2 0.0

---

Entry 3:
Entry from the Open Molecules 2025 dataset: a structure of composition C11H28AsBrO9PS2 (the ωB97M-V functional and the def2-TZVPD basis).

Results
E_LUMO = 0.0741 hartree
Charge = -1
Electronic energy = -7060.3856 hartree
Strongest force on any atom = 2.154 eV Å⁻¹
Multiplicity = 1
Highest occupied orbital energy = -3.1 eV

Element x y z (Å)
C -1.19262 -2.76570 4.08154
P -2.70985 -2.09484 3.19584
C -4.21025 -3.19228 3.45612
As -2.33174 -1.55230 0.95672
C -2.09016 -0.92126 -0.97193
C -0.96026 0.13140 -1.20187
O -0.76840 1.06490 -0.13433
C -2.32361 -3.52226 0.34495
C -0.92783 -4.22753 0.38790
C -0.07698 -4.10575 -0.92876
Br 1.42899 -2.86132 -0.61971
H -1.53050 -3.30069 4.99279
H -0.52104 -3.40129 3.47683
H -0.61970 -1.89258 4.44481
H -3.99127 -4.27910 3.42400
H -4.65452 -2.92175 4.43428
H -4.97539 -2.91415 2.70702
H -3.90610 -1.57918 0.69784
H -2.49742 -0.06138 1.37783
H -0.77595 -1.54914 1.20488
H -1.78854 -1.81319 -1.56146
H -3.03464 -0.55044 -1.41467
H 0.01871 -0.31056 -1.45442
H -1.25542 0.74287 -2.08455
H -0.06511 0.77182 0.43539
H -2.97099 -4.08657 1.05433
H -2.81117 -3.65602 -0.64710
H -0.28660 -3.91769 1.22592
H -1.10894 -5.31800 0.52452
H -0.68057 -3.84417 -1.80871
H 0.34748 -5.10324 -1.14238
C 1.15571 3.37127 -2.59956
C 0.17671 4.12595 -3.47685
O 0.81211 4.18680 -4.76103
S 1.69822 2.85353 -4.97897
O 0.93909 1.92519 -5.75444
O 3.01989 3.24922 -5.34690
O 1.70687 2.35019 -3.44862
H 1.97607 4.01417 -2.26164
H 0.66987 2.92134 -1.73254
H -0.02874 5.12683 -3.10488
H -0.76307 3.57857 -3.58683
C 4.69883 2.92028 1.79912
C 3.52252 2.12275 1.26608
O 2.53518 3.10672 0.94300
S 3.26718 4.45834 0.45591
O 3.29208 4.46744 -0.97332
O 2.75494 5.54957 1.21660
O 4.74991 4.09698 0.98420
H 4.53339 3.22732 2.83439
H 5.63542 2.37191 1.72858
H 3.13169 1.41690 1.99489
H 3.78653 1.59013 0.34918

Cartesian forces (eV/Å) of the 2 atoms listed first:
C -0.2 -0.3 0.2
P -0.6 1.1 1.8

---

What is the strongest force on any atom in the second record? 3.498 eV Å⁻¹

---

Repeat the second record exactly.
Entry from the Open Molecules 2025 dataset: a cluster of 4 separate species, C17H33ClN4O6P2S in total (the ωB97M-V functional and the def2-TZVPD basis).

Results
E_LUMO = -0.0375 hartree
SMILES = CNCc1ccc2nc(S(C)(=O)=O)c([PH2]=N)nc2c1P(O)Cl.CCO.CCO.CCO
Electronic energy = -2878.9983 hartree
Strongest force on any atom = 3.498 eV Å⁻¹
Multiplicity = 1
Highest occupied orbital energy = -8.3 eV

Element x y z (Å)
C 3.06981 3.92995 1.03997
N 2.47305 3.84204 -0.29887
C 3.40074 3.27525 -1.29666
C 3.45875 1.73699 -1.17441
C 2.26374 1.04106 -1.62463
C 2.25527 -0.31252 -1.53739
C 3.34733 -1.05630 -0.99069
N 3.22299 -2.40954 -0.93358
C 4.24001 -3.02396 -0.39124
S 4.05037 -4.84405 -0.26416
C 3.44838 -5.29397 1.38548
O 2.97168 -5.19014 -1.15760
O 5.22746 -5.57502 -0.65392
C 5.40409 -2.31228 0.08948
P 6.80452 -3.27750 0.86764
N 7.70399 -3.83729 -0.28953
N 5.58863 -1.00708 0.02502
C 4.50299 -0.40221 -0.53220
C 4.53392 1.04328 -0.65869
P 6.02041 2.03441 -0.13375
O 7.29992 1.37015 -0.96454
Cl 6.23767 1.61248 1.89020
H 4.17005 3.92714 1.02863
H 2.73690 3.10571 1.70104
H 2.76638 4.87511 1.52875
H 1.60101 3.32723 -0.28190
H 2.95119 3.49867 -2.28099
H 4.37382 3.75640 -1.16589
H 1.39357 1.56235 -2.02567
H 1.38816 -0.87486 -1.89497
H 2.35300 -5.17747 1.32049
H 3.63982 -6.34988 1.61209
H 3.78492 -4.59596 2.16800
H 6.30448 -4.34877 1.65083
H 7.56230 -2.35349 1.64021
H 7.77751 -4.84852 -0.26686
H 7.19542 1.57287 -1.90615
C -3.06937 -0.88571 -1.18371
C -1.73336 -1.04436 -0.48645
O -0.81450 -0.04035 -0.91847
H -2.94716 -0.95290 -2.26644
H -3.77197 -1.65607 -0.86061
H -3.50118 0.09394 -0.96822
H -1.29315 -2.01430 -0.71805
H -1.85321 -0.96854 0.59863
H -1.19959 0.81555 -0.70366
C -6.74123 -0.21928 1.36162
C -5.39622 -0.36387 2.04769
O -4.49337 0.65036 1.60890
H -6.62731 -0.28204 0.27912
H -7.43207 -0.99859 1.68877
H -7.18417 0.75358 1.57867
H -4.94667 -1.32829 1.81083
H -5.50637 -0.29166 3.13476
H -4.88399 1.50239 1.82719
C -10.08566 3.71804 -0.47111
C -8.77289 3.15129 0.03588
O -8.66231 1.76598 -0.28101
H -10.92729 3.17942 -0.03356
H -10.17753 4.77673 -0.22234
H -10.16121 3.60611 -1.55551
H -8.71003 3.24563 1.11998
H -7.92514 3.68446 -0.40755
H -8.70730 1.68220 -1.23888

Cartesian forces (eV/Å) of the 2 atoms listed first:
C -0.6 0.1 0.7
N 1.0 0.2 0.0